DFT (ωB97M-V/def2-TZVPD) results for a gas-phase ion, C7H7N2O4S (charge -1) in a non-equilibrium geometry.

XYZ file:
```
21
Properties=species:S:1:pos:R:3:nbo_charge:R:1
C -2.025 -0.257 -0.810 -0.2850
C -1.956 0.153 0.511 -0.2102
C -0.933 -0.163 -1.620 -0.1871
C -0.781 0.602 1.044 -0.2457
C 0.218 0.488 -1.243 -0.2485
C 0.339 0.779 0.121 -0.0172
C 1.537 1.369 0.529 -0.7907
N 3.460 -0.897 0.458 -0.6519
N 4.694 -1.171 0.319 0.5998
O 5.188 -2.191 0.845 -0.5421
O 3.081 0.897 -1.640 -0.9041
O 5.358 -0.395 -0.389 -0.4848
O 3.993 1.894 0.399 -0.9139
S 2.959 1.121 -0.233 2.2428
H -3.018 -0.663 -1.087 0.1938
H -2.922 -0.015 0.946 0.1990
H -0.916 -0.368 -2.726 0.1970
H -0.720 0.848 2.061 0.2017
H 0.957 0.661 -1.941 0.2385
H 1.873 1.492 1.614 0.2470
H 2.967 -1.531 0.976 0.3616
```

Values from the calculation:
- total charge = -1
- total energy (eV) = -29373.9102
- energy above the lowest of the compared OMol25 structures with the same formula, charge and spin (kJ/mol) = 226.0